# 1
C6H11NO as an isolated structure at a distorted geometry. Source: the Open Molecules 2025 dataset; level of theory: ωB97M-V/def2-TZVPD.

Highest occupied orbital energy in eV: -8.5
Calculated total energy in eV: -9933.6810
Spin multiplicity: 1
Strongest force on any atom in eV Å⁻¹: 4.66
Orbital gap in eV: 9.33
Energy above the lowest of the compared OMol25 structures with the same formula, charge and spin in kJ/mol: 460.57

XYZ file:
```
19
Properties=species:S:1:pos:R:3:nbo_charge:R:1
O 1.57 0.71 -2.95 -0.619
C 0.46 0.75 -2.40 0.244
C 0.23 0.03 -1.07 -0.026
C -0.43 1.00 -0.09 -0.396
C -1.38 0.11 0.81 -0.450
C 0.09 -0.70 2.69 -0.412
C -0.64 -0.94 1.56 -0.186
N 1.32 -0.90 -0.87 -0.835
H -0.35 1.45 -2.81 0.157
H -0.12 -0.39 -2.14 0.245
H 0.47 1.44 0.34 0.231
H -0.96 1.82 -0.55 0.228
H -2.12 -0.40 0.11 0.217
H -1.97 0.74 1.49 0.217
H 0.08 0.20 3.33 0.198
H 0.71 -1.56 3.00 0.200
H -0.70 -2.01 1.37 0.217
H 1.88 -0.64 -0.06 0.373
H 1.86 -0.70 -1.73 0.395
```

=====

# 2
A single C6H11NO molecule at a distorted geometry. Source: the Open Molecules 2025 dataset; level of theory: ωB97M-V/def2-TZVPD.

Highest occupied orbital energy (alpha / beta) in eV: -6.8 / -6.8
Calculated total energy in eV: -9934.5521
Spin multiplicity: 1
SMILES string: C=C=C(N)OC(C)C
Strongest force on any atom in eV Å⁻¹: 1.77
Orbital gap (alpha / beta) in eV: 7.73 / 7.73
Energy above the lowest of the compared OMol25 structures with the same formula, charge and spin in kJ/mol: 376.52

XYZ file:
```
19
Properties=species:S:1:pos:R:3:nbo_charge:R:1
C -0.34 1.54 -1.93 -0.431
C -0.66 1.01 -0.78 -0.210
C -1.36 0.39 0.15 0.459
N -2.61 0.82 0.47 -0.809
O -0.94 -0.76 0.68 -0.514
C 0.59 -1.00 0.79 0.129
C 1.36 0.15 1.42 -0.647
C 1.21 -1.56 -0.48 -0.644
H 0.70 1.68 -2.20 0.181
H -1.10 1.92 -2.61 0.176
H -3.06 1.36 -0.26 0.393
H -3.17 0.08 0.89 0.393
H 0.56 -1.81 1.52 0.190
H 1.64 0.91 0.69 0.226
H 0.78 0.63 2.21 0.227
H 2.29 -0.23 1.86 0.218
H 2.15 -2.07 -0.24 0.218
H 0.54 -2.28 -0.95 0.226
H 1.43 -0.78 -1.21 0.222
```

=====

# 3
A single C6H11NO molecule at a distorted geometry. Source: the Open Molecules 2025 dataset; level of theory: ωB97M-V/def2-TZVPD.

Highest occupied orbital energy (alpha / beta) in eV: -8.1 / -8.1
Calculated total energy in eV: -9934.4962
Spin multiplicity: 1
Strongest force on any atom in eV Å⁻¹: 4.50
Orbital gap (alpha / beta) in eV: 9.01 / 9.01
Energy above the lowest of the compared OMol25 structures with the same formula, charge and spin in kJ/mol: 381.91

XYZ file:
```
19
Properties=species:S:1:pos:R:3:nbo_charge:R:1
C -1.16 -2.29 -0.30 -0.022
C -1.26 -1.43 0.98 -0.126
C -0.24 0.22 -0.29 0.547
C -0.79 1.28 -1.19 -0.699
C 1.80 1.51 0.51 -0.598
C 1.21 0.11 0.17 -0.495
N -0.66 -1.70 -1.30 -0.452
O -1.18 -0.08 0.67 -0.522
H -1.36 -3.34 -0.27 0.189
H -2.16 -1.59 1.57 0.200
H -0.41 -1.78 1.55 0.172
H 0.05 1.88 -1.63 0.219
H -1.44 2.05 -0.53 0.235
H -1.39 0.73 -1.88 0.263
H 2.81 1.32 0.78 0.216
H 1.30 2.12 1.14 0.211
H 1.94 1.96 -0.39 0.202
H 1.29 -0.54 1.05 0.214
H 1.65 -0.46 -0.64 0.245
```

=====

# 4
A single C6H11NO molecule at a distorted geometry. Source: the Open Molecules 2025 dataset; level of theory: ωB97M-V/def2-TZVPD.

Highest occupied orbital energy in eV: -7.4
Calculated total energy in eV: -9929.9573
Spin multiplicity: 1
SMILES string: C[C@@H]1CN[C@H]2C[C@]12O
Strongest force on any atom in eV Å⁻¹: 8.90
Orbital gap in eV: 8.28
Energy above the lowest of the compared OMol25 structures with the same formula, charge and spin in kJ/mol: 819.84

XYZ file:
```
19
Properties=species:S:1:pos:R:3:nbo_charge:R:1
C -1.58 -0.78 0.06 -0.629
C -0.64 0.07 0.70 -0.367
C -0.60 1.43 0.00 -0.209
N 0.91 1.32 -0.55 -0.675
C 1.10 -0.11 -1.01 -0.277
C 1.30 -1.41 -0.17 -0.384
C 0.72 -0.40 0.65 0.393
O 1.35 0.28 1.48 -0.714
H -2.79 -0.64 0.30 0.224
H -1.29 -1.80 0.70 0.213
H -1.81 -1.07 -1.13 0.232
H -1.13 0.54 1.58 0.250
H -0.55 2.26 0.83 0.200
H -1.14 1.59 -0.90 0.210
H 1.19 1.80 -1.37 0.388
H 0.44 -0.45 -1.66 0.159
H 0.73 -2.20 -0.67 0.252
H 2.24 -1.60 0.16 0.219
H 1.57 1.18 0.98 0.517
```

=====

# 5
A single C6H11NO molecule at a distorted geometry. Source: the Open Molecules 2025 dataset; level of theory: ωB97M-V/def2-TZVPD.

Highest occupied orbital energy in eV: -8.7
Calculated total energy in eV: -9936.5176
Spin multiplicity: 1
SMILES string: CN1CCC[C@H]1C=O
Strongest force on any atom in eV Å⁻¹: 1.84
Orbital gap in eV: 9.66
Energy above the lowest of the compared OMol25 structures with the same formula, charge and spin in kJ/mol: 186.87

XYZ file:
```
19
Properties=species:S:1:pos:R:3:nbo_charge:R:1
C -1.03 -0.92 1.65 -0.418
N -0.57 0.12 0.70 -0.446
C -1.28 0.06 -0.59 -0.221
C -0.32 -0.27 -1.70 -0.428
C 1.09 -0.02 -1.12 -0.420
C 0.86 0.10 0.41 -0.162
C 1.47 1.45 0.84 0.450
O 2.63 1.71 0.66 -0.537
H -1.98 -1.36 1.31 0.194
H -1.34 -0.35 2.53 0.204
H -0.39 -1.78 1.80 0.191
H -1.87 0.96 -0.79 0.188
H -2.09 -0.68 -0.61 0.192
H -0.40 0.43 -2.54 0.219
H -0.44 -1.30 -2.03 0.210
H 1.53 0.89 -1.54 0.218
H 1.97 -0.64 -1.32 0.235
H 1.40 -0.59 1.06 0.217
H 0.78 2.20 1.27 0.115
```

=====

# 6
A 2-piece molecular cluster, C6H11NO overall at a distorted geometry. Source: the Open Molecules 2025 dataset; level of theory: ωB97M-V/def2-TZVPD.

Highest occupied orbital energy in eV: -8.9
Calculated total energy in eV: -9935.9532
Spin multiplicity: 1
SMILES string: CCC(C)=O.C=C=N
Strongest force on any atom in eV Å⁻¹: 4.11
Orbital gap in eV: 9.52
Energy above the lowest of the compared OMol25 structures with the same formula, charge and spin in kJ/mol: 241.34

XYZ file:
```
19
Properties=species:S:1:pos:R:3:nbo_charge:R:1
C -2.48 -0.99 -0.13 -0.611
C -1.68 0.27 -0.42 -0.499
C -0.37 0.40 0.46 0.625
C 0.32 1.73 0.21 -0.731
O -0.35 -0.20 1.51 -0.575
H -2.66 -1.09 0.94 0.222
H -1.93 -1.87 -0.47 0.210
H -3.46 -0.95 -0.61 0.210
H -1.46 0.39 -1.48 0.213
H -2.28 1.14 -0.12 0.220
H -0.40 2.55 0.18 0.241
H 1.10 1.89 0.96 0.234
H 0.78 1.70 -0.77 0.234
C 2.72 -0.67 -0.98 -0.667
C 2.33 -0.74 0.28 0.404
N 2.34 -1.11 1.45 -0.612
H 2.93 -1.55 -1.55 0.245
H 3.10 0.25 -1.38 0.232
H 1.44 -1.15 1.93 0.405
```

=====

# 7
A single C6H11NO molecule at a distorted geometry. Source: the Open Molecules 2025 dataset; level of theory: ωB97M-V/def2-TZVPD.

Highest occupied orbital energy in eV: -9.5
Calculated total energy in eV: -9936.6622
Spin multiplicity: 1
SMILES string: C=CCC[C@@H](N)C=O
Strongest force on any atom in eV Å⁻¹: 1.74
Orbital gap in eV: 10.40
Energy above the lowest of the compared OMol25 structures with the same formula, charge and spin in kJ/mol: 172.92

XYZ file:
```
19
Properties=species:S:1:pos:R:3:nbo_charge:R:1
C -0.70 -3.43 -0.45 -0.388
C -0.49 -2.22 0.05 -0.171
C -1.42 -1.07 -0.11 -0.433
C -0.81 0.28 -0.60 -0.385
C 0.12 0.98 0.39 -0.172
N 1.39 0.24 0.55 -0.836
C 0.47 2.35 -0.18 0.445
O 1.41 3.00 0.19 -0.517
H -1.46 -3.62 -1.22 0.186
H -0.08 -4.28 -0.22 0.198
H 0.27 -2.12 0.81 0.193
H -1.94 -0.79 0.81 0.206
H -2.16 -1.31 -0.88 0.209
H -0.22 0.11 -1.50 0.213
H -1.67 0.94 -0.76 0.200
H -0.41 1.10 1.34 0.199
H 2.16 0.90 0.54 0.379
H 1.42 -0.23 1.44 0.360
H -0.14 2.72 -1.01 0.114
```

=====

# 8
A single C6H11NO molecule at a distorted geometry. Source: the Open Molecules 2025 dataset; level of theory: ωB97M-V/def2-TZVPD.

Highest occupied orbital energy in eV: -7.3
Calculated total energy in eV: -9937.3734
Spin multiplicity: 1
SMILES string: CC1(C)CC=C(N)O1
Strongest force on any atom in eV Å⁻¹: 2.47
Orbital gap in eV: 8.21
Energy above the lowest of the compared OMol25 structures with the same formula, charge and spin in kJ/mol: 104.31

XYZ file:
```
19
Properties=species:S:1:pos:R:3:nbo_charge:R:1
C -1.61 -0.45 -1.23 -0.641
C -0.75 -0.07 -0.04 0.355
C -1.37 -0.47 1.28 -0.653
C -0.18 1.34 -0.07 -0.462
C 1.28 1.11 0.17 -0.453
C 1.63 -0.19 -0.06 0.502
N 2.88 -0.75 0.11 -0.818
O 0.62 -1.03 -0.26 -0.552
H -1.10 -0.20 -2.16 0.222
H -1.81 -1.52 -1.22 0.221
H -2.55 0.09 -1.17 0.216
H -0.77 -0.13 2.12 0.226
H -1.44 -1.55 1.34 0.225
H -2.38 -0.06 1.36 0.221
H -0.39 1.84 -1.02 0.199
H -0.61 1.95 0.73 0.212
H 1.95 1.88 0.50 0.208
H 2.96 -1.67 -0.29 0.386
H 3.66 -0.13 -0.09 0.386
```

=====

# 9
A single C6H11NO molecule at a distorted geometry. Source: the Open Molecules 2025 dataset; level of theory: ωB97M-V/def2-TZVPD.

Highest occupied orbital energy in eV: -8.1
Calculated total energy in eV: -9932.3949
Spin multiplicity: 1
SMILES string: C[C@@]12CNC[C@@]1(O)C2
Strongest force on any atom in eV Å⁻¹: 6.85
Orbital gap in eV: 8.81
Energy above the lowest of the compared OMol25 structures with the same formula, charge and spin in kJ/mol: 584.66

XYZ file:
```
19
Properties=species:S:1:pos:R:3:nbo_charge:R:1
C -1.09 -1.56 -0.16 -0.606
C -0.07 -0.51 -0.69 -0.051
C -0.93 0.71 -0.93 -0.230
N -1.04 1.29 0.53 -0.645
C 0.10 0.71 1.36 -0.243
C 1.10 0.09 0.35 0.141
O 1.58 1.26 -0.50 -0.760
C 1.29 -0.98 -0.63 -0.378
H -2.06 -1.08 0.18 0.219
H -0.62 -2.00 0.61 0.194
H -1.35 -2.31 -0.94 0.218
H -0.34 1.41 -1.46 0.219
H -1.91 0.46 -1.33 0.214
H -0.95 2.28 0.54 0.360
H 0.63 1.43 1.98 0.205
H -0.27 0.03 2.09 0.202
H 2.37 1.50 0.31 0.473
H 2.09 -0.73 -1.21 0.244
H 1.48 -1.99 -0.12 0.223
```

=====

# 10
A single C6H11NO molecule at a distorted geometry. Source: the Open Molecules 2025 dataset; level of theory: ωB97M-V/def2-TZVPD.

Highest occupied orbital energy in eV: -9.4
Calculated total energy in eV: -9937.6511
Spin multiplicity: 1
SMILES string: CC/C(C)=C/C(N)=O
Strongest force on any atom in eV Å⁻¹: 4.43
Orbital gap in eV: 10.33
Energy above the lowest of the compared OMol25 structures with the same formula, charge and spin in kJ/mol: 77.51

XYZ file:
```
19
Properties=species:S:1:pos:R:3:nbo_charge:R:1
C 1.22 -1.93 -1.14 -0.614
C 0.46 -0.72 -1.63 -0.420
C -0.11 0.35 -0.50 0.093
C -0.21 1.75 -1.00 -0.667
C -0.47 -0.19 0.65 -0.339
C -1.09 0.79 1.81 0.668
N -0.76 0.39 3.07 -0.832
O -1.77 1.78 1.61 -0.628
H 0.57 -2.65 -0.63 0.201
H 1.69 -2.46 -1.98 0.216
H 2.02 -1.64 -0.45 0.208
H 1.12 -0.13 -2.27 0.198
H -0.38 -1.03 -2.27 0.210
H 0.78 2.11 -1.30 0.217
H -0.59 2.45 -0.24 0.255
H -0.88 1.80 -1.86 0.228
H -0.34 -1.21 0.99 0.208
H -1.10 0.95 3.85 0.403
H -0.17 -0.40 3.26 0.394
```

=====

# 11
A single C6H11NO molecule at a distorted geometry. Source: the Open Molecules 2025 dataset; level of theory: ωB97M-V/def2-TZVPD.

Highest occupied orbital energy in eV: -9.3
Calculated total energy in eV: -9934.9366
Spin multiplicity: 1
SMILES string: CC(C)(C)/N=C1\CO1
Strongest force on any atom in eV Å⁻¹: 4.99
Orbital gap in eV: 10.14
Energy above the lowest of the compared OMol25 structures with the same formula, charge and spin in kJ/mol: 339.42

XYZ file:
```
19
Properties=species:S:1:pos:R:3:nbo_charge:R:1
C 0.55 -1.55 0.97 -0.584
C -0.35 -0.50 0.39 0.126
C -1.75 -0.47 0.96 -0.604
C -0.30 -0.69 -1.10 -0.626
N 0.18 0.81 0.80 -0.475
C 0.73 1.65 0.08 0.529
C 1.40 2.17 -1.12 -0.207
O 1.40 2.78 0.24 -0.456
H 0.25 -2.45 0.43 0.196
H 1.47 -1.33 0.53 0.209
H 0.43 -1.63 1.94 0.210
H -2.35 0.33 0.49 0.211
H -1.84 -0.21 1.97 0.225
H -2.18 -1.43 0.87 0.199
H 0.73 -0.71 -1.45 0.209
H -0.96 -1.45 -1.24 0.215
H -0.73 0.16 -1.51 0.203
H 0.89 2.80 -1.95 0.216
H 2.44 1.72 -1.31 0.205
```

=====

# 12
A 2-piece molecular cluster, C6H11NO overall at a distorted geometry. Source: the Open Molecules 2025 dataset; level of theory: ωB97M-V/def2-TZVPD.

Highest occupied orbital energy (alpha / beta) in eV: -14.7 / -14.5
Net charge: +1
Calculated total energy in eV: -9929.1796
Spin multiplicity: 2
Strongest force on any atom in eV Å⁻¹: 3.86
Orbital gap (alpha / beta) in eV: 10.80 / 6.77
Energy above the lowest of the compared OMol25 structures with the same formula, charge and spin in kJ/mol: 101.19

XYZ file:
```
19
Properties=species:S:1:pos:R:3:nbo_charge:R:1
C 0.40 -1.99 -0.15 -0.681
C 0.51 -0.58 0.23 -0.047
C 1.28 -0.01 1.22 0.215
N 1.09 1.36 1.20 -0.548
C 0.32 1.64 0.06 0.208
C -0.01 0.47 -0.59 -0.012
C -0.58 0.35 -1.96 -0.674
H 1.29 -2.33 -0.71 0.269
H -0.26 -2.29 -0.96 0.261
H 0.17 -2.58 0.75 0.260
H 1.99 -0.47 1.88 0.256
H 1.63 2.15 1.53 0.455
H 0.14 2.69 -0.14 0.248
H -1.45 0.98 -2.18 0.265
H 0.14 0.43 -2.75 0.265
H -0.94 -0.69 -2.11 0.247
H -1.52 -0.16 0.96 0.468
H -2.06 0.94 2.10 0.491
O -2.15 0.10 1.63 -0.948
```

=====

Number 12 is which compound?
C6H11NO

=====

Among the records above, which one has the highest strongest force on any atom?
number 4